# 1
Molecular formula: C28H29F24N2O7PS
Method: DFT, ωB97M-V/def2-TZVPD

The geometry in XYZ format:
```
92
Properties=species:S:1:pos:R:3
N 3.526 -3.954 3.034
C 3.097 -2.688 2.347
C 4.164 -2.296 1.231
C 3.556 -1.506 0.009
C 3.450 -2.326 -1.336
C 2.938 -3.829 -1.107
C 1.516 -3.890 -0.465
C 0.621 -2.724 -0.645
C -0.692 -2.701 -0.039
C -1.114 -3.876 0.756
C -0.280 -5.039 0.912
C 1.073 -5.071 0.295
P 2.029 -6.636 0.581
O 2.232 -6.954 2.225
O 3.468 -6.738 -0.245
S 0.909 -8.084 -0.092
C -2.534 -3.532 1.295
O -3.390 -4.209 1.765
N -2.668 -2.087 1.067
C -1.827 -1.634 -0.044
O -2.025 -0.711 -0.764
H 4.541 -4.068 2.938
H 3.132 -4.705 2.464
H 2.055 -2.766 1.951
H 3.073 -1.911 3.162
H 4.876 -1.585 1.745
H 4.794 -3.182 0.943
H 2.551 -1.072 0.271
H 4.228 -0.620 -0.177
H 4.468 -2.426 -1.795
H 2.806 -1.787 -2.088
H 3.737 -4.329 -0.518
H 2.839 -4.262 -2.141
H 0.916 -1.828 -1.243
H -0.645 -5.904 1.519
H 1.811 -6.230 2.734
H 4.107 -6.213 0.289
H -2.311 -1.620 1.908
F -6.723 0.488 -0.006
C -5.659 0.142 -0.757
F -5.233 1.282 -1.365
C -6.008 -0.917 -1.801
F -6.925 -0.445 -2.677
F -4.880 -1.162 -2.529
C -6.488 -2.275 -1.251
O -7.897 -2.496 -1.235
C -8.615 -2.054 -0.120
F -7.772 -1.621 0.835
F -9.230 -3.146 0.388
C -9.670 -1.011 -0.491
F -9.102 0.088 -1.030
F -10.347 -0.608 0.611
H -4.858 -0.201 -0.096
H -6.110 -3.028 -1.946
H -6.024 -2.524 -0.294
H -10.383 -1.417 -1.212
F 6.336 2.805 2.780
C 5.717 3.978 3.020
F 4.779 3.732 3.969
C 5.056 4.549 1.766
F 4.087 3.720 1.314
F 4.427 5.705 2.125
C 6.002 4.900 0.601
O 6.101 3.943 -0.453
C 7.032 2.912 -0.312
F 7.799 3.120 0.774
F 7.858 3.003 -1.378
C 6.367 1.535 -0.309
F 5.509 1.410 0.726
F 7.294 0.556 -0.174
H 6.442 4.681 3.440
H 5.570 5.780 0.120
H 6.984 5.229 0.947
H 5.813 1.365 -1.235
F -2.182 3.981 0.114
C -1.634 3.244 -0.873
F -0.505 2.692 -0.356
C -1.297 4.085 -2.102
F -0.371 5.027 -1.803
F -0.712 3.258 -3.017
C -2.490 4.760 -2.808
O -2.717 6.135 -2.506
C -3.505 6.438 -1.392
F -4.047 5.315 -0.886
F -4.538 7.179 -1.852
C -2.736 7.244 -0.345
F -1.676 6.552 0.123
F -3.529 7.521 0.717
H -2.318 2.429 -1.125
H -2.245 4.760 -3.872
H -3.405 4.169 -2.735
H -2.372 8.184 -0.766
```

Output
net charge	0
2S+1	1
HOMO	-8.8	eV
DFT total energy	-4856.8763	Eh

# 2
Molecular formula: C28H29FN4O3
Method: DFT, ωB97M-V/def2-TZVPD

The geometry in XYZ format:
```
65
Properties=species:S:1:pos:R:3
C -8.371 -1.072 -1.968
O -7.325 -0.151 -2.157
C -6.229 -0.240 -1.352
C -5.231 0.709 -1.572
C -4.083 0.717 -0.809
C -3.899 -0.231 0.194
N -2.716 -0.265 0.977
C -2.803 -0.474 2.321
O -3.849 -0.456 2.935
C -1.481 -0.807 2.989
C -0.601 -1.567 2.008
C -0.213 -0.596 0.894
C 0.545 -1.337 -0.207
O -0.032 -1.811 -1.169
N 1.881 -1.467 -0.045
C 2.670 -0.847 1.005
C 4.110 -1.353 0.941
N 4.691 -1.066 -0.348
C 5.835 -0.330 -0.439
C 6.356 0.094 -1.675
C 7.539 0.801 -1.681
C 8.181 1.081 -0.480
C 7.585 0.629 0.682
N 6.454 -0.053 0.712
C 3.847 -1.317 -1.496
C 2.639 -2.147 -1.080
C -1.479 0.069 0.294
C -1.230 1.564 0.239
C -1.772 2.436 1.174
C -1.485 3.789 1.125
C -0.643 4.257 0.133
F -0.354 5.573 0.082
C -0.087 3.411 -0.810
C -0.387 2.063 -0.749
C -4.886 -1.185 0.401
C -6.043 -1.190 -0.355
H -8.793 -1.000 -0.961
H -8.040 -2.100 -2.152
H -9.134 -0.805 -2.698
H -5.380 1.441 -2.350
H -3.336 1.472 -0.995
H -0.986 0.111 3.315
H -1.707 -1.399 3.877
H -1.153 -2.409 1.586
H 0.287 -1.959 2.506
H 0.421 0.186 1.318
H 2.256 -1.085 1.989
H 2.673 0.245 0.881
H 4.723 -0.849 1.690
H 4.135 -2.431 1.140
H 5.849 -0.125 -2.599
H 7.961 1.137 -2.618
H 9.107 1.631 -0.453
H 8.029 0.817 1.652
H 3.502 -0.369 -1.937
H 4.406 -1.867 -2.261
H 2.962 -3.131 -0.723
H 1.968 -2.293 -1.928
H -1.588 -0.315 -0.730
H -2.438 2.065 1.938
H -1.905 4.477 1.841
H 0.561 3.810 -1.574
H 0.030 1.385 -1.480
H -4.756 -1.930 1.169
H -6.787 -1.945 -0.158
```

Output
net charge	0
2S+1	1
HOMO	-8.0	eV
DFT total energy	-1629.0248	Eh

# 3
Molecular formula: C28H29FN4O3
Method: DFT, ωB97M-V/def2-TZVPD

The geometry in XYZ format:
```
65
Properties=species:S:1:pos:R:3
C -6.211 -1.696 0.336
C -4.865 -1.095 0.687
O -4.422 -1.067 1.811
N -4.221 -0.599 -0.412
C -2.963 0.006 -0.491
C -2.423 0.230 -1.757
C -1.177 0.803 -1.900
C -0.448 1.167 -0.774
N 0.855 1.702 -0.907
C 1.195 2.966 -0.543
O 2.337 3.380 -0.627
C 0.089 3.838 -0.037
C 0.386 4.805 0.919
C -0.633 5.635 1.354
C -1.898 5.479 0.809
C -2.081 4.498 -0.156
N -1.119 3.697 -0.569
C 1.907 0.905 -1.533
C 1.406 -0.491 -1.961
O 1.347 -0.819 -3.126
N 1.102 -1.292 -0.930
C 0.706 -2.677 -1.073
C -0.662 -2.920 -0.429
C -0.604 -2.789 1.090
C 0.439 -3.740 1.670
C 1.813 -3.469 1.064
C 1.764 -3.599 -0.457
C 3.090 0.698 -0.616
C 2.940 0.631 0.765
C 4.024 0.370 1.584
C 5.261 0.167 1.003
F 6.321 -0.099 1.796
C 5.441 0.226 -0.367
C 4.348 0.494 -1.170
C -0.992 0.958 0.489
C -2.241 0.389 0.636
H -6.848 -0.948 -0.130
H -6.082 -2.528 -0.354
H -6.687 -2.057 1.243
H -4.678 -0.729 -1.304
H -2.985 -0.051 -2.637
H -0.767 0.970 -2.883
H 1.394 4.888 1.294
H -0.444 6.393 2.100
H -2.721 6.105 1.118
H -3.044 4.343 -0.625
H 2.248 1.421 -2.439
H 1.207 -0.947 0.010
H 0.645 -2.855 -2.152
H -0.991 -3.927 -0.692
H -1.382 -2.208 -0.838
H -0.361 -1.760 1.365
H -1.587 -3.008 1.511
H 0.147 -4.770 1.453
H 0.482 -3.627 2.755
H 2.150 -2.468 1.342
H 2.540 -4.178 1.463
H 1.520 -4.629 -0.723
H 2.740 -3.362 -0.885
H 1.976 0.815 1.218
H 3.919 0.326 2.656
H 6.421 0.070 -0.787
H 4.471 0.546 -2.241
H -0.438 1.259 1.367
H -2.655 0.223 1.616
```

Output
net charge	0
2S+1	1
HOMO	-8.2	eV
DFT total energy	-1629.0699	Eh